Molecular formula: C4H5NO2
Method: DFT, ωB97M-V/def2-TZVPD

Last column: Mulliken charge in e.
Geometry (Å):
H  -2.5524  0.5768  0.1127  0.32
C  -1.4117  -0.8051  0.5692  0.14
C  0.9055  0.3730  0.3489  -0.01
H  -1.3095  -1.7422  1.1046  0.35
O  3.1113  -0.1952  -0.3234  -0.48
C  1.9276  -0.2102  -0.5616  -0.11
H  1.5227  -0.5995  -1.5225  0.32
H  1.2271  0.5407  1.3760  0.33
H  -0.1267  1.2958  -1.3451  0.22
C  -0.2152  1.2447  -0.2506  -0.77
N  -0.4342  -0.1066  0.1398  0.10
O  -2.6446  -0.3722  0.3520  -0.43

Properties
- Gap between HOMO and LUMO: 8.614 eV
- LUMO level: 0.0188 Eh
- Total energy: -360.50510 Eh
- Total charge: 0
- Strongest force on any atom: 0.50 eV/A
- HOMO level: -8.10 eV
- Energy above the lowest of the compared OMol25 structures with the same formula, charge and spin: 431.4 kJ/mol



Molecular formula: C4H5NO2
Method: DFT, ωB97M-V/def2-TZVPD

Last column: Mulliken charge in e.
Geometry (Å):
H  -1.2223  2.6179  -0.0248  0.29
O  2.3780  -0.9324  -0.5030  -0.45
C  -0.8223  1.6122  -0.1633  -0.27
H  1.0649  0.3098  -1.4147  0.30
H  0.9048  -0.5336  1.5305  0.31
H  -0.4450  -2.3234  0.7459  0.37
C  1.3605  -0.2944  -0.5313  -0.02
N  -0.1835  1.0904  0.8019  -0.47
O  -1.6936  -1.1218  -0.2877  -0.44
H  -1.0132  1.1323  -1.1271  0.23
C  -0.6884  -1.3194  0.3447  -0.08
C  0.3600  -0.2375  0.6289  0.22

Properties
- Gap between HOMO and LUMO: 10.093 eV
- LUMO level: 0.0050 Eh
- Total energy: -360.59323 Eh
- Total charge: 0
- Strongest force on any atom: 0.54 eV/A
- HOMO level: -9.96 eV
- SMILES string: C=NC(C=O)C=O
- Energy above the lowest of the compared OMol25 structures with the same formula, charge and spin: 200.0 kJ/mol



Molecular formula: C4H5NO2
Method: DFT, ωB97M-V/def2-TZVPD

Last column: Mulliken charge in e.
Geometry (Å):
C  1.6793  0.4678  -0.2816  -1.21
H  0.0344  0.4914  1.9443  0.27
H  2.0646  1.3093  -0.8592  0.28
O  -1.2992  -0.8001  1.0489  -0.31
C  0.0013  -0.2155  1.1190  -0.36
N  -0.8611  0.2392  -0.8872  -0.08
H  -0.9422  0.3146  -1.8876  0.26
H  1.4413  -0.2380  1.1182  0.30
O  -2.8804  -0.8776  -0.5813  -0.54
C  -1.8126  -0.5171  -0.1714  0.42
C  0.2900  0.2521  -0.1622  0.67
H  2.2845  -0.4261  -0.3998  0.31

Properties
- Gap between HOMO and LUMO: 9.713 eV
- LUMO level: 0.0210 Eh
- Total energy: -360.53049 Eh
- Total charge: 0
- Strongest force on any atom: 0.59 eV/A
- HOMO level: -9.14 eV
- Energy above the lowest of the compared OMol25 structures with the same formula, charge and spin: 364.7 kJ/mol



Molecular formula: C4H5NO2
Method: DFT, ωB97M-V/def2-TZVPD

Last column: Mulliken charge in e.
Geometry (Å):
C  -1.0494  -0.0265  0.2226  -0.33
H  -0.4500  -2.1170  0.1948  0.30
C  -0.4007  1.3315  0.1263  0.50
H  2.7303  0.5001  0.0210  0.38
H  -1.9261  0.0480  -0.4282  0.28
N  1.2770  -0.9582  0.0322  -0.45
H  -0.2246  -1.2705  -1.3320  0.27
H  -1.4197  -0.1564  1.2469  0.25
O  0.9136  1.3492  -0.2842  -0.35
C  -0.1371  -1.1663  -0.2436  -0.42
O  -0.9344  2.3759  0.3651  -0.52
C  1.6806  0.2273  -0.0601  0.08

Properties
- Gap between HOMO and LUMO: 11.384 eV
- LUMO level: 0.0274 Eh
- Total energy: -360.65000 Eh
- Total charge: 0
- Strongest force on any atom: 0.62 eV/A
- HOMO level: -10.64 eV
- SMILES string: O=C1CCN=CO1
- Energy above the lowest of the compared OMol25 structures with the same formula, charge and spin: 51.0 kJ/mol



Molecular formula: C4H5NO2
Method: DFT, ωB97M-V/def2-TZVPD

Last column: Mulliken charge in e.
Geometry (Å):
C  1.3584  0.0910  0.1829  -0.33
H  -2.2715  -1.6999  -1.3235  0.37
C  -1.2445  -1.4174  -1.0728  0.06
N  -0.0300  0.1496  0.4682  -0.03
O  -0.2606  -1.9635  -1.4610  -0.43
O  -2.2332  0.5618  0.0936  -0.57
C  -1.2126  -0.0556  -0.0935  0.38
H  0.8936  1.3200  1.9916  0.22
H  1.9276  -0.6471  0.7306  0.22
C  0.7632  1.2437  0.9186  -0.34
H  1.6700  0.2236  -0.8470  0.23
H  0.6397  2.1937  0.4123  0.25

Properties
- Gap between HOMO and LUMO: 9.815 eV
- LUMO level: 0.0131 Eh
- Total energy: -360.58872 Eh
- Total charge: 0
- Strongest force on any atom: 2.59 eV/A
- HOMO level: -9.46 eV
- SMILES string: O=CC(=O)N1CC1
- Energy above the lowest of the compared OMol25 structures with the same formula, charge and spin: 211.9 kJ/mol



Molecular formula: C4H5NO2
Method: DFT, ωB97M-V/def2-TZVPD

Last column: Mulliken charge in e.
Geometry (Å):
C  1.5082  0.9670  0.8839  -0.88
C  -3.2835  0.5030  -0.8716  0.70
N  0.6191  -1.1084  -0.3570  -0.09
H  2.3008  1.1098  1.5843  0.31
H  -0.8242  -2.5868  -0.1692  0.21
H  0.5364  0.9093  1.4036  0.27
H  2.6138  -0.6703  -0.2319  0.32
O  -3.2725  -0.1032  0.1084  -0.34
O  -3.0497  1.1341  -1.8269  -0.37
C  1.6363  -0.2114  -0.0380  -0.13
H  1.5643  1.7907  0.2446  0.25
C  -0.3490  -1.7338  -0.7303  -0.26

Properties
- Gap between HOMO and LUMO: 8.116 eV
- LUMO level: 0.0200 Eh
- Total energy: -360.56506 Eh
- Total charge: 0
- Strongest force on any atom: 5.05 eV/A
- HOMO level: -7.57 eV
- Energy above the lowest of the compared OMol25 structures with the same formula, charge and spin: 274.0 kJ/mol



Copy entry 3 word for word.
Molecular formula: C4H5NO2
Method: DFT, ωB97M-V/def2-TZVPD

Last column: Mulliken charge in e.
Geometry (Å):
C  1.6793  0.4678  -0.2816  -1.21
H  0.0344  0.4914  1.9443  0.27
H  2.0646  1.3093  -0.8592  0.28
O  -1.2992  -0.8001  1.0489  -0.31
C  0.0013  -0.2155  1.1190  -0.36
N  -0.8611  0.2392  -0.8872  -0.08
H  -0.9422  0.3146  -1.8876  0.26
H  1.4413  -0.2380  1.1182  0.30
O  -2.8804  -0.8776  -0.5813  -0.54
C  -1.8126  -0.5171  -0.1714  0.42
C  0.2900  0.2521  -0.1622  0.67
H  2.2845  -0.4261  -0.3998  0.31

Properties
- Gap between HOMO and LUMO: 9.713 eV
- LUMO level: 0.0210 Eh
- Total energy: -360.53049 Eh
- Total charge: 0
- Strongest force on any atom: 0.59 eV/A
- HOMO level: -9.14 eV
- Energy above the lowest of the compared OMol25 structures with the same formula, charge and spin: 364.7 kJ/mol